Entry 1:
Formula: C3H10N3
Source: the OMol25 dataset
Level of theory: ωB97M-V/def2-TZVPD

Geometry as XYZ:
```
16
Properties=species:S:1:pos:R:3:forces:R:3:nbo_charge:R:1
C -0.185143 -0.604390 -1.274863 -3.896 4.312 -0.440 0.514
C 0.357741 0.134728 -0.133720 4.182 1.704 0.412 -0.228
N 1.616706 -0.517475 0.590129 -1.789 -0.357 -2.337 -0.721
N -0.565007 0.242747 -2.404678 2.220 -1.141 1.063 -0.873
H -0.961674 -1.344845 -1.128244 0.704 -1.359 0.435 0.204
H 0.686870 1.165889 -0.470745 -0.410 -1.309 0.163 0.263
H 2.433913 -0.302651 -0.004304 -0.382 -0.222 0.286 0.387
H 1.338166 -1.478435 0.345133 1.204 -0.305 0.958 0.358
H -1.559763 0.426386 -2.476011 -0.495 -0.979 0.051 0.432
H -0.230043 -0.084040 -3.313927 0.248 0.393 0.030 0.443
C -0.664349 0.280882 1.034064 -1.785 -1.116 -0.741 -0.172
N -0.122268 0.889474 2.256832 1.356 -1.201 -1.042 -0.788
H -1.053004 -0.778509 1.097652 0.005 0.873 0.756 0.178
H -1.474876 0.862676 0.560350 0.155 0.064 0.672 0.204
H -0.547128 0.423994 3.078586 0.568 0.269 -0.703 0.395
H 0.929858 0.683570 2.243745 -1.884 0.373 0.438 0.403
```
Positions in Å, forces in eV/Å.

Total energy = -284.14954 hartree
Net charge = +1
Frontier orbital gap = 5.4 eV
LUMO energy = -8.259 eV
HOMO = -13.7 eV
ΔE to the lowest compared entry with this formula, charge and spin = 6.162 eV
SMILES string = NC[C@@H](N)C=[NH2+]
Max |F| = 5.83 eV Å⁻¹

=====

Entry 2:
Formula: C4H3N3O2
Source: the OMol25 dataset
Level of theory: ωB97M-V/def2-TZVPD

Geometry as XYZ:
```
12
Properties=species:S:1:pos:R:3:forces:R:3:nbo_charge:R:1
C -0.443105 -2.537651 -0.337681 1.067 -3.010 -0.274 0.525
C 0.866457 0.573756 0.042049 0.936 0.905 3.356 0.064
C 0.500633 2.137284 0.593400 1.399 1.593 0.279 -0.089
C -0.429578 0.707993 -0.337091 -2.365 2.400 -1.086 0.369
H -1.544551 -2.531799 -0.786044 2.139 -0.480 1.142 0.169
H 0.925432 2.998577 0.011517 0.327 -1.120 0.654 0.218
H 0.540348 2.446228 1.740273 -0.546 -1.320 -2.426 0.239
N 0.050463 -1.250674 -0.463714 -1.430 0.793 0.903 -0.146
N 1.166675 -0.743113 0.232663 -1.998 2.506 -2.270 -0.120
N -1.061331 -0.314623 -0.657776 1.038 -3.479 -0.616 -0.240
O 0.274083 -3.469377 0.045347 -2.533 2.231 -0.906 -0.523
O -0.845525 1.983399 -0.082942 1.964 -1.021 1.244 -0.465
```
Positions in Å, forces in eV/Å.

Total energy = -468.77989 hartree
Frontier orbital gap = 9.6 eV
LUMO energy = -0.753 eV
HOMO = -10.3 eV
ΔE to the lowest compared entry with this formula, charge and spin = 4.636 eV
Max |F| = 3.93 eV Å⁻¹

=====

Entry 3:
Formula: C4H9FN
Source: the OMol25 dataset
Level of theory: ωB97M-V/def2-TZVPD

Geometry as XYZ:
```
15
Properties=species:S:1:pos:R:3:forces:R:3:nbo_charge:R:1
C -0.042367 1.839420 -0.719392 1.324 2.822 3.077 -0.347
C 1.311649 1.295658 -0.826149 0.183 -1.112 -1.698 -0.342
C 0.238497 0.491365 -0.098143 -0.589 -1.045 0.145 -0.362
C -0.580640 -0.512762 -0.655507 -1.295 -1.355 -2.814 0.318
N -0.855853 -1.576279 0.040291 0.245 -0.259 -0.021 -0.649
F -0.228598 -1.669567 2.748123 0.136 -1.322 0.443 -0.568
H -0.218889 2.764472 -0.095243 0.257 -1.435 -0.411 0.262
H -0.676643 1.827246 -1.524612 -1.222 -0.209 -1.978 0.228
H 1.678737 0.914435 -1.806640 -0.323 0.361 0.954 0.244
H 2.074453 1.562439 -0.117848 0.108 0.430 -0.006 0.258
H -1.068142 -0.421044 -1.731539 1.040 -0.265 2.387 0.245
H 0.371201 0.154798 0.911399 0.484 1.263 0.843 0.254
H -0.413428 -1.763111 0.933999 0.147 0.648 0.304 0.435
H -1.430598 -2.368477 -0.192581 -0.444 0.276 -0.966 0.434
H -0.159381 -2.538593 3.133841 -0.049 1.202 -0.260 0.589
```
Positions in Å, forces in eV/Å.

Total energy = -312.13225 hartree
Net charge = +1
Frontier orbital gap = 11.1 eV
LUMO energy = -4.355 eV
HOMO = -15.4 eV
ΔE to the lowest compared entry with this formula, charge and spin = 1.206 eV
Max |F| = 4.38 eV Å⁻¹

=====

Entry 4:
Formula: C5H12N2O2
Source: the OMol25 dataset
Level of theory: ωB97M-V/def2-TZVPD

Geometry as XYZ:
```
21
Properties=species:S:1:pos:R:3:forces:R:3:nbo_charge:R:1
C 0.784907 1.785995 0.147351 -0.105 -0.369 -0.012 0.101
C -1.361569 0.210764 -1.470010 0.130 -0.054 0.149 -0.271
C 2.210737 1.599647 -0.198333 0.031 -0.047 0.014 -0.688
O -0.200693 0.123869 -0.652014 -0.002 0.075 0.351 -0.560
H 0.165672 2.233239 -0.618521 -0.004 -0.021 -0.022 0.182
H 0.531338 2.104571 1.144603 0.009 -0.022 0.012 0.219
H -1.109435 0.834380 -2.330422 -0.018 -0.017 0.039 0.185
H -1.632061 -0.786124 -1.832359 0.007 0.047 0.019 0.194
H -2.204179 0.633093 -0.920182 0.040 -0.008 -0.026 0.198
H 2.315124 0.953892 -1.070196 -0.018 0.032 0.031 0.239
H 2.775804 1.183704 0.630038 -0.036 0.023 -0.021 0.244
H 2.620508 2.583914 -0.469796 -0.077 -0.058 0.024 0.231
C -0.281325 -0.609067 0.740980 0.015 0.158 -0.209 0.598
N -1.601092 -0.456352 1.265553 0.142 -0.016 -0.128 -0.886
C 0.052658 -2.033310 0.316888 -0.147 -0.023 0.034 0.118
N -0.793985 -2.969992 0.395278 0.110 0.125 -0.009 -0.649
O 0.688760 -0.013116 1.381033 -0.153 0.131 -0.237 -0.744
H -2.096793 -1.340921 1.292608 0.059 0.026 -0.002 0.392
H -1.544058 -0.042114 2.184664 0.033 -0.032 -0.019 0.384
H -0.405519 -3.862754 0.092247 0.016 0.097 0.008 0.345
H 1.085201 -2.133319 -0.029411 -0.033 -0.047 0.002 0.167
```
Positions in Å, forces in eV/Å.

Total energy = -457.56661 hartree
Frontier orbital gap = 9.0 eV
LUMO energy = 0.211 eV
HOMO = -8.8 eV
ΔE to the lowest compared entry with this formula, charge and spin = 4.961 eV
Max |F| = 0.38 eV Å⁻¹

=====

Entry 5:
Formula: C39H31IrN3OP2S3
Source: the OMol25 dataset
Level of theory: ωB97M-V/def2-TZVPD

Geometry as XYZ:
```
80
Properties=species:S:1:pos:R:3:forces:R:3:lowdin_charge:R:1
Ir -0.689073 -0.287180 0.028563 -0.586 0.903 0.603 1.050
S 2.619634 0.153827 -0.471743 0.341 0.223 -0.179 0.279
P 1.589451 1.831775 -0.637975 0.024 -0.148 -0.160 0.375
C 0.035245 1.740311 0.102317 0.415 -1.061 -0.385 -0.669
P -0.498690 2.165073 1.639054 -0.086 -0.273 0.471 0.494
S -1.101131 0.338299 2.327989 -0.229 0.344 0.074 0.390
C 0.628565 3.020846 2.771126 -0.082 0.045 -0.005 -0.321
C 1.284448 2.317635 3.773572 0.111 -0.023 -0.040 -0.092
C 2.129721 2.987845 4.649058 -0.021 -0.059 0.002 -0.076
C 2.318301 4.354621 4.523389 -0.003 0.025 -0.015 -0.082
C 1.665094 5.059199 3.519284 0.018 -0.004 0.000 -0.079
C 0.817605 4.397866 2.648579 -0.028 -0.024 0.081 -0.081
C -1.924830 3.292044 1.632771 0.076 0.070 -0.182 -0.368
C -2.064858 4.192635 0.581489 -0.023 -0.037 0.013 -0.102
C -3.126217 5.087394 0.569001 -0.004 -0.012 -0.009 -0.076
C -4.054006 5.071818 1.600908 0.002 0.015 -0.015 -0.083
C -3.919943 4.167256 2.646992 0.014 -0.024 0.016 -0.075
C -2.854589 3.279743 2.666821 -0.019 0.026 0.008 -0.091
C 1.361992 2.310708 -2.377525 -0.029 -0.023 0.012 -0.368
C 2.453665 2.282290 -3.239791 -0.008 -0.038 -0.093 -0.087
C 2.302397 2.664910 -4.563329 0.018 -0.011 0.032 -0.077
C 1.060164 3.073938 -5.033080 -0.030 0.009 0.007 -0.087
C -0.029871 3.103525 -4.175463 0.003 0.015 -0.020 -0.082
C 0.122892 2.725348 -2.848073 0.057 0.058 0.004 -0.114
C 2.530815 3.251801 0.009991 0.007 -0.023 0.102 -0.333
C 2.322468 4.539519 -0.475233 -0.012 0.041 0.042 -0.082
C 3.067447 5.600622 0.021386 -0.035 0.012 -0.047 -0.084
C 4.025903 5.379120 0.998791 0.021 -0.020 0.045 -0.093
C 4.234893 4.096187 1.488457 -0.017 0.029 -0.019 -0.083
C 3.490307 3.036275 0.995896 0.017 0.040 -0.049 -0.106
H 1.131639 1.248990 3.865361 -0.024 0.004 0.007 0.077
H 2.633806 2.438686 5.433933 0.005 0.003 -0.001 0.104
H 2.974423 4.875888 5.208883 0.003 -0.002 0.000 0.105
H 1.816753 6.125552 3.414105 0.003 0.002 0.006 0.109
H 0.297903 4.954312 1.879066 0.000 0.005 -0.007 0.106
H -1.349972 4.164532 -0.234631 -0.003 0.025 0.010 0.096
H -3.234407 5.787571 -0.249506 -0.001 -0.003 -0.004 0.104
H -4.887681 5.762178 1.588840 -0.001 0.002 0.000 0.102
H -4.649531 4.151049 3.446244 0.000 0.002 0.001 0.104
H -2.754376 2.563580 3.473749 0.002 -0.004 0.000 0.097
H 3.414599 1.939331 -2.874899 -0.009 -0.008 0.010 0.099
H 3.152473 2.636426 -5.233022 -0.001 0.004 -0.001 0.102
H 0.944339 3.367152 -6.068920 -0.006 -0.002 -0.001 0.100
H -1.001183 3.417226 -4.538139 -0.001 -0.002 -0.006 0.101
H -0.717903 2.741576 -2.164402 -0.023 -0.001 -0.004 0.080
H 1.593344 4.713480 -1.258174 -0.004 -0.005 0.003 0.106
H 2.908315 6.598165 -0.368824 0.004 0.002 0.002 0.102
H 4.614353 6.205753 1.377269 0.000 0.003 -0.002 0.103
H 4.982022 3.920043 2.251771 0.004 0.005 0.003 0.106
H 3.661166 2.027433 1.350201 -0.001 -0.013 -0.007 0.075
S -0.424860 -0.779664 -2.293868 -0.042 0.225 -0.128 0.686
C -1.862808 0.187996 -2.357537 0.189 -0.142 0.228 -0.710
C -2.719257 0.531648 -3.400385 -0.068 -0.016 -0.133 -0.068
C -3.844138 1.273491 -3.103031 0.053 -0.038 -0.047 -0.060
C -4.122834 1.647742 -1.787340 0.026 0.009 0.070 -0.050
C -3.232118 1.287161 -0.799564 -0.055 0.108 -0.058 -0.099
N -2.121233 0.622381 -1.110190 -0.109 -0.108 0.166 -0.179
H -2.500306 0.198746 -4.405039 0.002 0.003 0.001 0.114
H -4.527660 1.550596 -3.895607 0.001 -0.003 -0.007 0.109
H -5.013665 2.204094 -1.535636 0.003 -0.001 0.010 0.105
H -3.377745 1.520473 0.246447 -0.013 0.009 -0.019 0.113
O -2.265882 -1.621339 0.241773 0.174 -0.141 -0.255 -0.266
C -2.172848 -2.785238 -0.371269 -0.002 -0.151 0.083 -0.395
C -3.242395 -3.293772 -1.119836 -0.060 -0.015 -0.026 -0.010
C -3.157423 -4.532046 -1.725623 -0.021 0.064 0.019 -0.082
C -2.005975 -5.307654 -1.611349 0.065 -0.012 0.013 -0.097
C -0.947753 -4.829297 -0.861876 -0.030 -0.028 -0.065 -0.043
C -1.024039 -3.588609 -0.232491 0.009 0.011 0.115 -0.121
C 0.060394 -3.114777 0.617500 0.165 -0.072 -0.158 -0.254
N 0.401898 -1.859511 0.880481 -0.037 0.136 -0.358 -0.109
C 1.508166 -1.879364 1.695964 -0.146 -0.002 0.242 -0.186
C 1.845683 -3.168334 1.937575 -0.031 0.029 0.002 -0.059
N 0.927031 -3.932856 1.249882 -0.014 0.032 0.004 0.122
H -4.131678 -2.682407 -1.207305 0.001 -0.001 -0.010 0.117
H -3.994464 -4.898893 -2.306686 -0.003 0.004 -0.004 0.102
H -1.934517 -6.264142 -2.110295 0.001 -0.002 0.003 0.097
H -0.035784 -5.412474 -0.793097 -0.007 -0.012 0.005 0.108
H 1.955720 -0.967256 2.038915 0.072 0.010 -0.022 0.071
H 2.636825 -3.601752 2.520382 0.006 0.004 0.003 0.114
H 0.855283 -4.934516 1.250882 0.014 0.004 0.018 0.156
```
Positions in Å, forces in eV/Å.

Total energy = -3725.97029 hartree
Frontier orbital gap (alpha / beta) = 7.7 / 5.7 eV
LUMO energy (alpha / beta) = 0.497 / -1.294 eV
2S+1 = 2
HOMO (alpha / beta) = -7.2 / -7.0 eV
⟨S²⟩ = 0.76
ΔE to the lowest compared entry with this formula, charge and spin = 1.404 eV
Max |F| = 1.23 eV Å⁻¹

=====

Entry 6:
Formula: C14H32LaN6O6S
Source: the OMol25 dataset
Level of theory: ωB97M-V/def2-TZVPD

Geometry as XYZ:
```
60
Properties=species:S:1:pos:R:3:forces:R:3:lowdin_charge:R:1
O -1.629689 2.469378 -1.138033 -0.444 0.343 -0.406 -0.230
H -1.746883 3.352362 -0.764220 0.292 -0.260 -0.070 0.072
La -0.128325 0.468671 -0.661896 -0.119 1.136 -0.711 1.866
N -2.801703 -0.610098 -1.185005 1.320 0.968 -3.174 -0.017
N -1.923075 -0.060078 1.073602 0.363 -0.886 2.590 -0.166
N 2.002755 -0.095545 -1.601438 3.487 -1.302 -0.172 -0.154
N 1.593521 -0.570741 0.926808 2.825 -1.531 -0.109 -0.092
O -2.177766 -0.223686 -2.222911 -1.831 -1.099 2.146 -0.086
O 2.099368 0.091317 -2.981353 0.121 -0.009 1.212 -0.049
O 1.327838 -0.950492 2.239401 -0.135 0.441 -0.522 -0.046
O -1.400928 -0.124845 2.255894 -1.780 0.466 -2.185 -0.045
C -3.206678 0.356748 0.884267 -0.784 0.485 -0.826 -0.244
C -3.560414 0.319804 -0.501407 0.866 0.446 2.071 -0.215
C 3.012307 -0.688999 -0.968690 -2.077 1.580 -2.380 -0.245
C 2.806049 -0.909041 0.461093 -3.024 0.445 1.724 -0.246
C -4.549760 1.189798 -1.182311 -0.663 -0.285 -0.295 0.017
H -4.060824 2.123156 -1.524462 0.062 -0.530 0.188 0.109
H -5.371932 1.456978 -0.500684 0.313 -0.132 -0.368 0.092
H -4.952712 0.665791 -2.064637 0.082 0.323 0.324 0.109
C -4.063879 0.981320 1.927457 -0.119 0.212 0.217 0.004
H -3.539813 1.815816 2.420485 -0.152 -0.342 -0.089 0.108
H -4.323488 0.233620 2.688646 0.121 0.206 -0.079 0.104
H -5.000575 1.356700 1.487087 0.444 -0.179 0.269 0.082
C 4.234979 -1.159442 -1.674224 0.189 -0.004 -0.151 0.002
C 3.884640 -1.562636 1.253170 -0.078 0.041 0.189 -0.010
H 4.290481 -0.704728 -2.666711 -0.042 -0.068 0.223 0.089
H 4.173625 -2.249152 -1.811889 0.128 0.207 0.062 0.107
H 5.147239 -0.918677 -1.112310 -0.270 -0.147 -0.115 0.098
H 3.519815 -1.803099 2.254968 0.181 -0.018 -0.218 0.085
H 4.737331 -0.874312 1.335415 -0.138 -0.198 0.025 0.109
H 4.230962 -2.464868 0.726001 -0.034 0.263 0.266 0.088
H 1.418038 0.842921 -3.104600 0.201 -0.526 0.148 0.050
H 0.371996 -0.699317 2.396204 0.987 -0.058 -0.383 0.068
C 0.786171 2.395765 0.730862 0.278 0.093 0.556 -0.290
H 0.435535 3.400227 0.459292 -0.001 -0.219 -0.041 -0.035
H 1.886664 2.394262 0.630475 -0.253 -0.065 -0.007 -0.030
H 0.566127 2.239806 1.799200 0.052 0.044 -0.091 -0.036
O 0.283784 1.900347 -2.602109 0.310 0.153 -0.397 -0.443
H -0.915281 2.492828 -1.897106 -0.426 0.255 0.315 -0.010
H 0.746720 2.650658 -3.004197 -0.245 -0.246 0.260 0.036
C -0.949724 -4.487061 3.958586 0.026 -0.123 0.394 -0.082
C -0.982083 -4.739960 2.466393 -0.061 0.015 0.247 -0.228
N -0.622507 -3.508510 1.734706 -0.468 0.105 -0.564 0.002
C 0.012395 -3.563066 0.535203 0.159 -0.191 0.169 -0.818
S -0.494304 -2.664464 -0.806374 -0.040 0.179 -0.064 0.649
N 1.049821 -4.417325 0.401371 0.306 0.630 0.031 0.014
C 1.985221 -4.749346 1.493581 -0.005 -0.141 0.002 -0.228
C 2.446125 -6.184554 1.356701 0.147 -0.280 0.105 -0.076
H -0.007064 -4.028486 4.272065 -0.065 -0.091 -0.080 0.076
H -1.071614 -5.427924 4.501961 -0.011 0.104 -0.036 0.083
H -1.760950 -3.825234 4.274540 0.078 -0.008 -0.086 0.078
H -0.297029 -5.548647 2.188351 -0.239 0.295 -0.011 0.104
H -1.997670 -5.048507 2.174483 0.300 0.040 -0.097 0.130
H -1.353808 -2.786948 1.765857 0.544 -0.568 -0.158 0.116
H 1.472932 -4.394564 -0.529515 -0.367 -0.037 0.458 0.130
H 2.854487 -4.077072 1.461411 -0.299 -0.061 -0.073 0.098
H 1.495837 -4.579091 2.453947 0.065 0.025 -0.221 0.102
H 3.068771 -6.319516 0.469450 -0.077 0.023 -0.012 0.079
H 3.051564 -6.478122 2.218484 -0.092 0.026 -0.079 0.085
H 1.593936 -6.864446 1.271853 0.094 0.054 0.077 0.080
```
Positions in Å, forces in eV/Å.

Total energy = -1761.95861 hartree
Net charge = +1
Frontier orbital gap (alpha / beta) = 4.6 / 3.8 eV
LUMO energy (alpha / beta) = -5.882 / -6.055 eV
HOMO (alpha / beta) = -10.4 / -9.8 eV
ΔE to the lowest compared entry with this formula, charge and spin = 0.266 eV
Max |F| = 3.73 eV Å⁻¹